Entry 1:
Computed, not measured: 2 unconnected molecules or ions with the total composition C4H13N2, with the ωB97M-V functional and the def2-TZVPD basis.

The gap between HOMO and LUMO is 5.7 eV. The energy above the lowest of the compared OMol25 structures with the same formula, charge and spin comes out at 557.2 kJ/mol. Its LUMO energy is -8.13 eV. Its charge is +1.

Structure (XYZ):
```
19
Properties=species:S:1:pos:R:3:forces:R:3
N 1.8951 0.4236 -0.8145 0.0 -1.6 0.3
C 0.4390 -1.7064 -0.9184 -2.1 -1.6 0.4
C -0.1076 -1.5781 0.4684 -0.2 -0.7 0.2
N -0.2716 -0.2392 1.0337 0.7 1.1 -0.6
C -1.1843 0.6433 0.2656 -0.4 -1.5 0.7
C -1.1846 2.0346 0.8360 0.3 0.5 0.4
H 2.2072 1.0616 -1.5642 -0.8 -0.8 -0.5
H 2.7701 -0.0647 -0.5669 -0.3 0.1 0.1
H 1.2430 -0.4874 -1.1602 1.4 2.5 -0.2
H -0.2964 -1.5758 -1.7522 1.1 0.7 0.4
H 1.2129 -2.4747 -1.0599 0.1 0.7 -0.2
H 0.4730 -2.2507 1.1038 0.0 0.5 0.3
H -1.1532 -1.9750 0.4984 0.5 -0.1 -0.7
H 0.6168 0.2560 1.0218 0.2 -0.3 0.3
H -2.1538 0.1482 0.4266 -0.1 0.4 -0.4
H -0.9436 0.6241 -0.8057 -0.1 0.3 0.0
H -0.1708 2.4989 0.7990 -0.8 -0.2 -0.3
H -1.9368 2.6210 0.2841 0.5 0.1 0.3
H -1.4542 2.0405 1.9048 -0.1 -0.2 -0.4
```
Positions in Å, forces in eV/Å.


Entry 2:
Computed, not measured: a molecular structure, C17H29ErN2O5P2, with the ωB97M-V functional and the def2-TZVPD basis.

The gap between HOMO and LUMO (spin up / spin down) is 6.3 / 6.4 eV. Its spin multiplicity is 4. The energy above the lowest of the compared OMol25 structures with the same formula, charge and spin comes out at 1257.1 kJ/mol. Its LUMO energy (spin up / spin down) is -0.55 / -0.55 eV. The expectation value of S² is 3.756.

Structure (XYZ):
```
56
Properties=species:S:1:pos:R:3:forces:R:3
C 3.8130 0.0793 -2.0540 0.9 -0.1 -1.1
C 2.8200 0.1085 -1.0741 -0.2 0.3 1.3
N 1.5564 -0.2466 -1.4603 2.1 0.1 -1.9
C 1.2305 -0.6454 -2.6925 0.7 -0.2 -0.8
C 2.1926 -0.6606 -3.6838 -0.6 -0.3 -0.6
C 3.4996 -0.2884 -3.3562 0.3 0.2 0.8
C 3.0521 0.5463 0.2914 0.3 -0.5 -0.4
P 1.8430 0.3234 1.5732 1.7 1.3 0.5
Er 0.0865 -0.3039 0.0168 -1.3 -4.2 3.2
P -1.5003 -0.6146 -1.7837 -1.3 0.2 -1.4
C -0.1731 -1.2048 -2.9356 -0.1 -0.2 -0.3
C -1.6105 -0.0567 1.6567 2.4 -0.8 1.6
C -1.7112 -1.1298 2.5935 0.0 2.3 2.3
C -2.7303 -1.3157 3.5019 2.3 1.8 -1.6
C -3.5885 -0.2533 3.5481 -1.4 0.1 1.2
C -3.5018 0.8185 2.6899 -0.8 0.9 -0.4
C -2.5123 0.9020 1.6992 -2.6 1.5 1.8
O 2.2466 3.2075 -0.6011 0.5 0.2 -0.2
O 0.1629 2.8767 -2.2954 0.3 0.4 0.3
H 4.8323 0.3490 -1.7767 -0.2 -0.1 -0.1
H 1.9194 -0.9889 -4.6884 0.2 0.1 0.3
H 4.2807 -0.3003 -4.1178 -0.2 0.0 0.2
C 2.2151 -1.0313 2.6871 0.6 -0.3 0.7
C 1.7054 1.8003 2.5721 0.4 0.5 0.8
H -0.4953 -1.0109 -3.9687 0.2 -0.1 0.1
H -0.1286 -2.3028 -2.8035 0.0 0.4 -0.1
H 2.5556 2.3277 -0.2644 0.0 0.0 0.1
H 4.0936 0.6807 0.5926 0.0 0.0 -0.3
C -2.6495 -1.9548 -1.5528 -0.7 -0.7 -0.6
C -2.3126 0.7580 -2.5421 -0.8 0.5 -1.1
H -0.8031 -2.0606 2.6264 -1.6 2.7 1.8
H -2.6893 -2.1712 4.0752 -0.7 -1.6 1.4
H -4.3575 -0.3267 4.3059 -0.3 0.4 -0.1
H -4.2168 1.6377 2.7622 -0.1 -0.3 0.1
H -2.4574 1.7509 1.0450 -0.2 0.4 -0.2
H -0.3433 1.5070 0.3382 0.3 1.3 -2.9
H -0.3485 3.6349 -1.9719 0.1 -0.3 -0.2
H 1.0116 2.9560 -1.7798 -0.5 0.0 -0.3
H 3.0460 3.6051 -0.9790 -0.3 0.0 0.1
H -0.0864 1.4103 -0.5816 -1.3 3.2 2.6
H 3.1540 -0.7952 3.2031 -0.1 -0.4 0.1
H 1.4054 -1.1433 3.4252 0.3 0.1 -0.2
H 2.3221 -1.9743 2.1315 0.0 0.3 0.1
H 2.6339 1.9085 3.1427 -0.1 0.4 0.2
H 1.5633 2.6804 1.9295 0.1 -0.3 0.2
H 0.8523 1.7108 3.2651 0.3 0.0 -0.3
H -2.7863 0.4160 -3.4701 -0.1 0.4 0.0
H -3.0842 1.1552 -1.8600 0.3 -0.2 -0.2
H -1.5748 1.5527 -2.7457 -0.3 -0.4 0.0
H -3.1145 -2.1945 -2.5191 -0.1 -0.1 0.2
H -2.1522 -2.8492 -1.1426 -0.2 0.5 -0.1
H -3.4245 -1.6425 -0.8355 0.3 -0.1 -0.2
O -0.7001 -3.7633 1.7932 -0.4 -0.8 1.4
N -1.4723 -2.8440 1.7805 -3.1 -0.2 -6.9
O -2.7807 -2.9091 1.4340 3.9 -0.9 1.5
O -0.7882 -1.7207 0.8563 1.3 -7.8 -2.4
```
Positions in Å, forces in eV/Å.


Entry 3:
Computed, not measured: 2 unconnected molecules or ions with the total composition C5H12NO2, with the ωB97M-V functional and the def2-TZVPD basis.

The gap between HOMO and LUMO is 10.8 eV. The energy above the lowest of the compared OMol25 structures with the same formula, charge and spin comes out at 156.1 kJ/mol. Its LUMO energy is -3.08 eV. Its charge is +1.

Structure (XYZ):
```
20
Properties=species:S:1:pos:R:3:forces:R:3
O -2.0999 0.5743 0.7456 0.3 -0.2 -0.1
C -1.6310 1.6834 0.6231 0.7 -0.5 -1.0
C -0.1497 1.9955 0.9702 -2.5 -0.7 0.8
C 0.9673 1.1236 0.4050 1.8 0.3 -0.9
C 0.6622 0.2735 -0.7996 0.1 -0.2 0.3
C 0.9354 0.4220 -2.0830 0.4 -0.5 -0.5
N 0.0462 -1.0185 -0.3899 -1.0 0.4 -0.9
H -2.2865 2.4869 0.2452 0.2 0.2 0.3
H -0.3259 1.7115 2.0241 0.9 0.8 0.1
H -0.0643 3.0673 0.8328 0.7 0.0 0.2
H 1.8078 1.7729 0.1280 -0.4 0.2 -0.3
H 1.5345 0.5125 1.1193 -0.9 -0.1 0.4
H 0.5681 -0.2783 -2.8295 0.0 -0.2 0.3
H 1.6490 1.1013 -2.5309 -0.4 0.7 0.5
H 0.7339 -1.7055 -0.1162 0.3 -0.1 1.0
H -0.3749 -1.5085 -1.1755 -0.4 0.2 -0.3
H -0.7039 -0.8627 0.3077 0.3 -0.2 0.1
H 0.1399 -4.2556 0.5759 0.5 -1.3 -0.3
H -1.1694 -3.6440 1.0687 0.3 -0.1 0.0
O -0.2389 -3.4515 0.8787 -0.8 1.3 0.2
```
Positions in Å, forces in eV/Å.


Entry 4:
Computed, not measured: a gas-phase ion, C16H20ClO3 (charge -1), with the ωB97M-V functional and the def2-TZVPD basis.

The gap between HOMO and LUMO is 6.4 eV. Its structure (SMILES) is CCOC(=O)[C@H](c1cccc(Cl)c1)C1([O-])CCCCC1. Its LUMO energy is 3.25 eV. Its charge is -1.

Structure (XYZ):
```
40
Properties=species:S:1:pos:R:3:forces:R:3
C 0.8171 4.4359 1.6407 0.0 0.6 0.5
C 1.4218 3.4423 0.6790 -0.4 -0.6 0.8
O 0.9842 2.1352 1.1955 0.0 0.8 -0.6
C 1.3988 1.1372 0.3739 0.0 -0.7 -0.5
O 2.3493 1.3645 -0.3673 -1.1 -0.3 0.6
C 0.5671 -0.1499 0.4874 1.3 0.3 2.1
C 1.5193 -1.3392 0.4072 -0.3 0.5 -0.7
C 1.3509 -2.5171 1.1589 0.4 0.2 -0.7
C 2.0554 -3.6813 0.8059 -0.3 0.3 0.8
C 2.9098 -3.6915 -0.2901 0.2 -0.3 -0.6
C 3.1090 -2.5203 -1.0319 -1.2 0.7 2.5
Cl 4.1016 -2.5193 -2.4139 0.7 -0.1 -0.7
C 2.5292 -1.3100 -0.5893 0.0 -1.6 -0.6
C -0.6884 -0.1972 -0.6892 0.6 -0.1 2.2
O 0.0025 -0.2271 -1.7279 -0.4 -0.2 -4.0
C -1.5120 -1.5249 -0.2776 1.2 1.0 0.1
C -2.9036 -1.5365 -0.8703 -0.3 0.3 0.1
C -3.7258 -0.2334 -0.6557 0.6 0.0 -0.1
C -2.9374 1.0816 -0.9152 -0.3 -0.2 0.1
C -1.5268 1.1297 -0.3621 1.0 -1.1 0.3
H 0.9211 5.4611 1.2146 -0.1 -0.6 0.6
H -0.2405 4.2123 1.8261 0.1 0.1 -0.4
H 1.2845 4.3585 2.6457 0.0 0.3 -0.7
H 0.9766 3.5573 -0.3302 0.6 -0.1 0.4
H 2.5339 3.4887 0.6893 -0.9 0.0 -0.4
H -0.0911 -0.1743 1.3707 1.0 0.2 0.4
H 0.6837 -2.4757 2.0149 -0.1 -0.3 -0.1
H 1.9460 -4.5719 1.4485 0.1 0.4 -0.5
H 3.4403 -4.6024 -0.5851 -0.3 0.3 0.1
H 2.8659 -0.3970 -1.0568 -0.6 -0.1 -0.1
H -1.4784 -1.6097 0.8331 -0.5 0.0 -0.6
H -0.9036 -2.3522 -0.6851 -0.3 0.3 0.2
H -3.4605 -2.3665 -0.4174 -0.1 0.0 -0.3
H -2.8006 -1.7269 -1.9486 -0.1 0.1 0.2
H -4.5628 -0.2521 -1.3650 -0.1 0.0 0.3
H -4.1499 -0.2187 0.3645 0.2 0.0 -0.3
H -2.8663 1.2638 -1.9975 -0.2 -0.1 0.2
H -3.4996 1.9066 -0.4567 -0.1 0.0 -0.4
H -1.4671 1.2906 0.7373 -0.4 0.1 -0.6
H -0.9537 1.9297 -0.8603 -0.2 -0.1 0.3
```
Positions in Å, forces in eV/Å.


Entry 5:
Computed, not measured: 2 unconnected molecules or ions with the total composition C4H14N2OS, with the ωB97M-V functional and the def2-TZVPD basis.

The gap between HOMO and LUMO (spin up / spin down) is 10.8 / 5.2 eV. Its spin multiplicity is 2. The energy above the lowest of the compared OMol25 structures with the same formula, charge and spin comes out at 56.2 kJ/mol. Its LUMO energy (spin up / spin down) is -2.83 / -8.41 eV. The expectation value of S² is 0.757. Its charge is +1.

Structure (XYZ):
```
22
Properties=species:S:1:pos:R:3:forces:R:3
N -1.2096 1.1230 0.5436 0.8 -2.5 0.4
C -0.1232 0.1204 0.2903 0.6 3.3 1.9
C -0.6918 -1.2355 0.6481 -1.2 -1.3 -1.3
C -1.4421 -1.8267 -0.5522 -0.5 -1.3 -0.2
S -3.0730 -1.1952 -1.0289 0.4 0.3 0.3
C 1.0529 0.4320 1.2810 1.1 -2.5 0.7
N 0.8646 0.8759 2.6734 -0.5 1.4 -1.2
H -2.1328 0.8100 0.2073 -0.2 0.7 -0.5
H -1.1298 1.3585 1.5347 -0.5 0.7 0.0
H 0.2473 0.3453 -0.6960 -0.1 -0.9 -0.7
H -1.3568 -1.1791 1.5041 -0.2 0.2 0.2
H -0.0030 -2.0464 0.9120 0.7 0.9 0.0
H -1.4627 -2.9197 -0.3468 -0.5 0.5 -0.2
H -0.9144 -1.7619 -1.5053 0.4 0.3 0.3
H -3.8244 -1.7339 -0.0644 0.0 -0.1 0.2
H 1.8936 0.9463 0.7991 -0.5 0.4 0.2
H 1.4498 -0.5892 1.4491 0.2 0.4 -0.5
H -0.0593 0.7552 3.0818 0.2 -0.3 0.0
H 1.0759 1.8688 2.6851 -0.1 0.0 0.5
H 2.8647 2.1432 -4.7759 0.5 0.5 -0.6
H 4.4416 1.9691 -4.4094 -0.2 0.5 -0.6
O 3.5324 1.7398 -4.2306 -0.4 -1.0 1.3
```
Positions in Å, forces in eV/Å.


Entry 6:
Computed, not measured: 3 unconnected molecules or ions with the total composition C10H14BrPS, with the ωB97M-V functional and the def2-TZVPD basis.

The gap between HOMO and LUMO is 7.4 eV. Its structure (SMILES) is c1ccccc1.C=C(C)C.S=PBr. The energy above the lowest of the compared OMol25 structures with the same formula, charge and spin comes out at 173.2 kJ/mol. Its LUMO energy is -1.13 eV.

Structure (XYZ):
```
27
Properties=species:S:1:pos:R:3:forces:R:3
C -2.0436 -2.6886 -0.6375 0.5 0.6 -0.9
C -2.6492 -1.4268 -0.7669 -2.0 0.3 0.2
C -2.6606 -0.5410 0.3493 1.2 -2.0 0.4
C -2.0070 -0.8739 1.5819 0.0 -0.6 -2.3
C -1.3272 -2.1047 1.6186 -1.7 1.3 -0.9
C -1.4647 -3.0193 0.5430 0.4 2.3 2.5
H -1.7424 -3.3244 -1.4743 -1.2 0.0 0.0
H -3.4324 -1.3004 -1.6072 2.0 0.4 1.0
H -3.0394 0.4381 0.2853 -1.0 0.9 -0.3
H -2.0504 -0.1536 2.3912 0.4 -0.2 0.0
H -0.6596 -2.2780 2.4270 0.1 -0.7 0.8
H -1.1293 -3.9478 0.8352 1.2 -2.2 -0.5
C 2.4978 0.9421 0.9488 2.2 -0.7 -1.3
C 1.6459 1.6490 0.1878 0.1 0.4 0.0
C 1.8080 1.9497 -1.3217 -0.2 -3.5 2.2
C 0.4902 2.1977 0.9255 -0.2 2.9 0.8
H 3.4953 0.4581 0.6205 -1.7 1.2 0.3
H 2.2880 0.8846 1.9943 0.1 0.0 0.6
H 2.3674 0.9802 -1.5370 -0.1 1.8 -1.0
H 2.3012 2.8909 -1.4155 0.5 0.4 -0.6
H 0.8267 1.8831 -1.8027 0.3 0.3 0.0
H -0.4619 1.7383 0.6527 0.0 0.3 0.0
H 0.6377 2.2521 2.0176 -0.1 -1.1 -0.3
H 0.4925 3.3440 0.8056 -0.6 -1.5 -0.7
S 3.4480 -2.2824 1.8338 -1.3 0.7 -0.6
P 1.9064 -1.4630 0.9368 1.0 -1.3 0.9
Br 2.1894 -1.8371 -1.2595 -0.1 0.0 -0.3
```
Positions in Å, forces in eV/Å.


Entry 7:
Computed, not measured: a single C5H5FN2 molecule, with the ωB97M-V functional and the def2-TZVPD basis.

The gap between HOMO and LUMO is 9.3 eV. Its structure (SMILES) is Cc1ccnnc1F. The energy above the lowest of the compared OMol25 structures with the same formula, charge and spin comes out at 279.2 kJ/mol. Its LUMO energy is -0.42 eV.

Structure (XYZ):
```
13
Properties=species:S:1:pos:R:3:forces:R:3
C -0.5987 -1.5750 -1.5748 -0.2 0.3 -1.1
C -0.0065 -0.7382 -0.2782 -4.1 -2.0 -2.0
C -0.0519 -1.2282 1.0658 -0.9 -3.1 -3.8
C 0.1010 -0.2541 1.9629 0.4 3.6 4.1
N 0.1758 1.0522 1.6860 2.6 -0.3 -1.4
N 0.4745 1.4377 0.3682 -1.9 2.5 3.2
C 0.0794 0.6728 -0.5342 1.4 -3.7 -2.1
F 0.0850 1.0588 -1.8735 0.1 -0.2 2.1
H 0.0598 -1.3858 -2.5498 -1.5 -0.2 2.3
H -0.5346 -2.6483 -1.3824 0.2 0.1 0.2
H -1.8049 -1.4734 -1.9331 3.4 0.5 1.4
H -0.3915 -2.3326 1.4039 1.3 2.7 -1.2
H 0.2146 -0.3824 3.0954 -0.8 -0.2 -1.7
```
Positions in Å, forces in eV/Å.


Entry 8:
Computed, not measured: 8 unconnected molecules or ions with the total composition C29H38N7O, with the ωB97M-V functional and the def2-TZVPD basis.

The gap between HOMO and LUMO is 7.6 eV. The energy above the lowest of the compared OMol25 structures with the same formula, charge and spin comes out at 0.0 kJ/mol. Its LUMO energy is 2.82 eV. Its charge is -1.

Structure (XYZ):
```
75
Properties=species:S:1:pos:R:3:forces:R:3
C 24.2660 -5.6200 -7.6980 -2.2 -2.0 2.0
O 23.3130 -5.2160 -6.7870 -0.4 0.5 1.1
H 25.0060 -6.2540 -7.2230 1.0 -0.2 -0.5
H 24.5770 -4.8250 -8.2260 2.4 2.9 -1.9
H 23.7080 -6.1950 -8.3660 -0.1 -1.8 -1.9
N 18.9240 -4.6660 -7.7560 -1.0 -0.4 -0.7
C 18.4370 -5.8360 -8.3670 2.8 -1.9 1.3
C 19.4040 -6.9080 -7.9880 -1.6 4.6 0.3
C 20.3990 -6.2790 -7.1020 -3.0 -0.4 -2.6
C 20.0850 -4.9540 -7.0430 -0.1 1.1 0.8
H 18.4060 -3.7570 -7.9150 1.5 -1.6 0.7
H 17.5010 -5.8300 -8.9660 1.1 -0.1 0.6
H 19.4250 -7.9030 -8.3260 -0.2 -1.0 -0.3
H 21.1680 -6.8020 -6.6200 0.9 -0.2 0.5
H 20.6270 -4.2320 -6.4160 -0.6 -0.1 -0.7
N 23.3330 -7.8120 -5.5970 -0.2 -0.2 1.0
C 23.9390 -8.8740 -6.2360 -0.5 1.4 1.3
C 23.8840 -9.9420 -5.3970 0.3 -0.9 -1.0
C 23.1650 -9.6280 -4.2740 -1.5 3.4 2.6
C 22.8550 -8.1510 -4.3040 2.2 -5.1 -3.8
H 23.2610 -6.8950 -6.0680 -0.2 0.4 0.5
H 24.3930 -8.7610 -7.1870 0.2 0.1 -0.6
H 24.3280 -10.8870 -5.6240 0.0 -0.5 0.0
H 22.8790 -10.3570 -3.4860 0.4 0.9 -0.5
H 22.4370 -7.4710 -3.6290 -0.7 0.8 0.6
N 22.5590 -7.6160 -10.3600 0.0 -0.6 -0.4
C 22.7620 -8.3970 -11.4860 -0.3 0.0 0.0
C 22.8400 -9.7630 -11.1430 -0.2 3.4 1.6
C 22.7480 -9.7970 -9.7350 -0.8 2.3 1.7
C 22.4960 -8.4110 -9.2340 1.0 -2.9 -2.6
H 22.4660 -6.5660 -10.4020 0.1 -1.9 0.2
H 22.7680 -7.8730 -12.4400 0.1 -0.4 0.2
H 22.9140 -10.6150 -11.7370 0.3 -0.9 -1.1
H 22.8520 -10.7320 -9.1590 -0.3 0.9 -0.1
H 22.3000 -7.9650 -8.2790 0.1 -0.3 0.2
N 22.1030 -4.6840 -9.9860 0.0 -0.4 1.7
C 23.1790 -4.2260 -10.7020 -2.4 0.7 -3.9
C 22.5850 -3.8490 -12.0090 0.7 -0.9 3.1
C 21.1710 -4.0840 -11.9240 0.6 0.0 0.1
C 20.8830 -4.6160 -10.6820 1.6 0.3 0.3
H 22.2170 -4.9670 -8.9720 -0.6 0.4 -1.4
H 24.2250 -4.2590 -10.3780 -0.8 0.1 0.0
H 23.1060 -3.5000 -12.8810 0.2 0.1 0.0
H 20.4430 -3.8690 -12.7110 0.4 -0.2 0.4
H 19.9810 -5.0070 -10.2290 0.2 0.2 0.0
N 23.3740 -4.3010 -3.0800 -0.4 -0.2 0.3
C 22.3790 -3.7580 -3.8960 -0.6 2.0 3.9
C 21.6340 -2.7870 -2.9910 1.7 -2.5 -2.9
C 22.2680 -2.8940 -1.7230 0.4 -0.6 -1.0
C 23.3080 -3.8350 -1.7650 -3.3 1.7 -4.1
H 24.1460 -4.9660 -3.3590 -1.8 1.1 0.3
H 22.2730 -4.0200 -4.9480 0.2 0.0 0.5
H 20.8130 -2.1320 -3.3930 1.0 -0.8 0.9
H 22.0390 -2.2880 -0.8860 -0.2 0.3 0.7
H 23.9880 -4.0930 -1.0690 2.1 -0.9 2.1
N 25.4060 -5.1700 -4.9100 2.1 -0.3 -0.1
C 25.6670 -6.1330 -3.9430 -1.0 0.9 -1.5
C 26.1930 -5.5640 -2.8450 0.8 2.4 -1.0
C 26.4660 -4.2010 -3.1220 -1.1 0.8 -4.5
C 26.0100 -3.9710 -4.5830 0.3 -3.7 5.9
H 24.9360 -5.3810 -5.8060 0.0 0.6 1.0
H 25.4480 -7.1460 -4.0940 -0.6 -1.1 -0.3
H 26.3920 -6.0840 -1.9830 0.5 -1.0 1.9
H 26.8620 -3.4270 -2.4840 0.1 -0.1 0.0
H 26.0020 -3.1670 -5.2330 -0.1 1.5 -0.9
N 22.8230 -2.6180 -7.2060 -0.2 -0.3 -2.0
C 23.3460 -1.7330 -6.3150 1.8 -1.9 1.7
C 22.8760 -0.4990 -6.5180 -1.2 1.4 -1.1
C 22.0170 -0.5690 -7.6280 0.2 -4.5 -1.8
C 22.0070 -1.9960 -8.1650 1.9 5.0 5.0
H 23.1000 -3.6280 -7.2870 -0.3 0.2 1.0
H 24.0740 -1.9770 -5.4870 -1.2 -0.3 -1.3
H 23.1000 0.3960 -5.9600 0.1 -0.1 0.1
H 21.5390 0.2190 -8.0990 -0.9 1.4 -0.8
H 21.5400 -2.4550 -8.9900 -0.3 -0.5 -0.5
```
Positions in Å, forces in eV/Å.


Number 1: F_max 2.932 eV/Å. Number 2: F_max 8.263 eV/Å. Number 3: F_max 2.722 eV/Å. Number 4: F_max 4.007 eV/Å. Number 5: F_max 3.821 eV/Å. Number 6: F_max 4.183 eV/Å. Number 7: F_max 5.428 eV/Å. Number 8: F_max 7.299 eV/Å.